36
Properties=species:S:1:pos:R:3 method="wB97M-V/def2-TZVPD" lumo_energy_ev="-4.45 / -4.54" charge=+1 fmax_ha_per_bohr=0.0454 spin_multiplicity=4 homo_lumo_gap_ha="0.2802 / 0.2405" energy_ha=-2014.52208 homo_ev="-12.07 / -11.08"
Tc -0.09 0.14 -0.42
C 3.06 -1.52 2.02
C 1.86 -1.23 1.19
N 1.33 -0.04 0.94
N 1.89 1.07 1.52
C 1.47 2.32 1.20
N 2.06 3.37 1.76
S 0.21 2.52 0.08
C 1.14 -2.29 0.54
C 1.42 -3.65 0.69
C 0.61 -4.58 0.08
C -0.49 -4.13 -0.65
C -0.71 -2.77 -0.77
N 0.09 -1.86 -0.22
H 3.42 -0.66 2.58
H 3.88 -1.87 1.39
H 2.85 -2.31 2.74
H 2.69 0.94 2.12
H 2.75 3.29 2.49
H 1.71 4.29 1.55
H 2.25 -3.97 1.29
H 0.80 -5.63 0.20
H -1.17 -4.83 -1.12
H -1.59 -2.39 -1.28
O -0.22 0.52 -4.29
Cl -0.12 1.02 -3.00
O -0.21 2.41 -2.91
O 1.09 0.57 -2.37
O -1.19 0.43 -2.18
C -1.77 -0.02 0.92
H -1.76 0.69 1.74
H -1.92 -1.00 1.36
H -2.63 0.21 0.30
O -1.88 -1.85 -4.14
N -0.71 -1.93 -4.06
O 0.08 -2.10 -3.19



22
Properties=species:S:1:pos:R:3 method="wB97M-V/def2-TZVPD" de_lowest_kcal_mol=157.6 lumo_energy_ev="-3.34 / -3.34" charge=+1 fmax_ha_per_bohr=0.1260 spin_multiplicity=1 homo_lumo_gap_ha="0.3352 / 0.3353" energy_ha=-383.56607 homo_ev="-12.47 / -12.47"
C -2.44 -0.86 -0.10
C -1.17 -0.65 0.72
C -1.11 0.75 1.05
C -1.26 1.15 -0.40
C -0.24 0.26 0.04
C 2.14 -1.11 -0.12
C 2.26 1.16 0.04
N 1.69 0.09 -0.60
N -2.38 0.37 -1.00
H -2.53 -1.76 -0.68
H -3.19 -0.78 0.67
H -0.92 -1.47 1.30
H -1.08 1.21 2.02
H -1.10 2.17 -0.79
H 1.69 -1.52 0.80
H 2.06 -1.90 -0.87
H 3.18 -1.06 0.14
H 1.92 2.09 -0.30
H 2.10 0.98 1.16
H 3.42 1.21 -0.25
H -1.97 0.15 -1.98
H -3.23 0.77 -1.16



13
Properties=species:S:1:pos:R:3 method="wB97M-V/def2-TZVPD" de_lowest_kcal_mol=17.4 lumo_energy_ev="-3.69 / -5.35" charge=+1 fmax_ha_per_bohr=0.0703 spin_multiplicity=2 homo_lumo_gap_ha="0.3441 / 0.2657" energy_ha=-534.19604 homo_ev="-13.05 / -12.58"
S -0.02 -0.45 2.85
H -1.03 -0.82 3.83
C -0.30 1.52 -2.02
N 0.52 0.31 -2.00
C -0.14 -0.93 -1.48
H 0.25 2.36 -2.53
H -1.23 1.45 -2.61
H -0.35 2.05 -1.06
H 1.41 0.35 -1.51
H 0.83 0.03 -2.95
H 0.15 -1.91 -1.87
H -1.24 -0.82 -1.45
H 0.06 -1.08 -0.44



10
Properties=species:S:1:pos:R:3 method="wB97M-V/def2-TZVPD" de_lowest_kcal_mol=80.7 lumo_energy_ev=0.20 smiles="[H]/N=C/NOC=S" fmax_ha_per_bohr=0.0438 spin_multiplicity=1 homo_lumo_gap_ha=0.3554 energy_ha=-661.45695 homo_ev=-9.47
H 0.20 -0.47 -2.67
N 0.40 -0.71 -1.67
C -0.69 -0.42 -1.06
N -0.77 -0.52 0.34
O 0.45 -0.64 0.97
C 1.02 0.46 1.48
S 0.49 1.97 1.32
H -1.68 -0.05 -1.52
H -1.33 0.21 0.76
H 1.91 0.17 2.04



7
Properties=species:S:1:pos:R:3 method="wB97M-V/def2-TZVPD" de_lowest_kcal_mol=56.4 lumo_energy_ev=3.94 charge=-1 fmax_ha_per_bohr=0.0766 spin_multiplicity=1 homo_lumo_gap_ha=0.1861 energy_ha=-282.60144 homo_ev=-1.13
C 0.09 0.30 0.81
C 0.66 -0.74 -1.83
N -1.15 0.33 1.00
O -0.28 -1.45 -1.77
O 1.59 -0.06 -1.87
H 0.63 0.80 1.75
H -1.54 0.81 1.92



13
Properties=species:S:1:pos:R:3 method="wB97M-V/def2-TZVPD" de_lowest_kcal_mol=58.3 lumo_energy_ev=0.80 smiles="O=CCC#CCO" fmax_ha_per_bohr=0.0115 spin_multiplicity=1 homo_lumo_gap_ha=0.3913 energy_ha=-344.50906 homo_ev=-9.85
O -2.60 0.99 -0.82
C -2.06 -0.05 -0.54
C -1.68 -0.45 0.88
C -0.22 -0.37 0.83
C 0.91 -0.27 0.42
C 2.21 -0.01 -0.21
O 2.14 1.11 -1.07
H -1.71 -0.77 -1.31
H -2.14 0.24 1.59
H -2.01 -1.47 1.11
H 2.99 0.11 0.55
H 2.48 -0.86 -0.83
H 1.71 1.82 -0.60



19
Properties=species:S:1:pos:R:3 method="wB97M-V/def2-TZVPD" de_lowest_kcal_mol=25.8 lumo_energy_ev="3.77 / 3.79" charge=-1 fmax_ha_per_bohr=0.0652 spin_multiplicity=2 homo_lumo_gap_ha="0.0941 / 0.3383" energy_ha=-286.24784 homo_ev="1.21 / -5.42"
C 2.07 -1.44 0.96
C 2.41 -2.77 0.18
N 3.57 -2.83 -0.73
H 0.95 -1.26 0.74
H 2.22 -1.82 1.99
H 2.79 -0.54 0.78
H 2.62 -3.64 0.93
H 1.52 -3.10 -0.41
H 3.54 -2.60 -1.73
H 4.50 -2.34 -0.42
N -3.09 1.30 -0.49
C -3.32 2.69 -0.72
N -2.38 3.52 -0.03
H -2.12 1.19 -0.61
H -3.19 1.13 0.54
H -3.47 2.86 -1.81
H -4.27 2.92 -0.24
H -2.76 3.71 0.89
H -1.60 3.02 0.18



73
Properties=species:S:1:pos:R:3 method="wB97M-V/def2-TZVPD" lumo_energy_ev=2.29 charge=-1 fmax_ha_per_bohr=0.0402 spin_multiplicity=1 homo_lumo_gap_ha=0.3371 energy_ha=-2867.70959 homo_ev=-6.89
N -1.82 1.33 0.42
O -2.45 0.52 -0.27
O -1.55 1.06 1.62
O -1.45 2.43 -0.05
C -2.63 2.23 -2.97
C -2.16 3.69 -2.99
O -2.79 4.16 -4.14
C -3.09 3.12 -4.97
O -3.51 3.23 -6.07
O -2.80 1.96 -4.34
F -0.79 3.79 -3.15
H -3.48 2.09 -2.29
H -1.91 1.59 -2.46
H -2.39 4.26 -2.10
C -2.15 2.60 4.10
C -3.51 1.98 4.35
O -4.26 3.06 4.81
C -3.41 4.01 5.32
O -3.76 4.97 5.92
O -2.13 3.69 5.04
F -3.44 1.03 5.34
H -2.05 2.95 3.08
H -1.32 1.93 4.31
H -3.95 1.54 3.46
C 1.44 2.10 1.51
C 0.97 3.52 1.81
O 2.11 4.31 1.61
C 3.21 3.50 1.47
O 4.28 3.91 1.19
O 2.87 2.23 1.69
F 0.61 3.60 3.15
H 1.19 1.82 0.49
H 1.09 1.42 2.27
H 0.12 3.92 1.27
C 0.14 -0.19 -2.77
C 0.78 1.08 -3.32
O 0.21 1.24 -4.57
C -0.21 -0.01 -5.01
O -0.43 -0.25 -6.15
O -0.34 -0.82 -3.97
F 2.15 0.86 -3.46
H -0.68 -0.05 -2.07
H 0.90 -0.82 -2.32
H 0.65 1.96 -2.69
O 0.95 -5.25 -0.72
P 1.22 -3.94 -0.11
N -0.08 -2.98 0.22
C -1.44 -3.49 -0.02
C -0.01 -1.74 0.98
N 2.27 -3.03 -1.03
C 2.84 -1.78 -0.62
C 2.73 -3.53 -2.30
N 2.02 -4.03 1.38
C 3.42 -4.38 1.37
C 1.26 -4.56 2.48
H -1.40 -4.56 -0.18
H -1.84 -2.95 -0.88
H -2.12 -3.25 0.80
H -1.00 -1.28 1.02
H 0.64 -0.99 0.53
H 0.30 -1.92 2.02
H 3.85 -1.67 -1.01
H 2.25 -0.91 -0.94
H 2.82 -1.64 0.46
H 3.79 -3.83 -2.26
H 2.25 -4.46 -2.61
H 2.53 -2.86 -3.15
H 3.94 -3.82 0.59
H 3.88 -4.19 2.34
H 3.58 -5.44 1.08
H 0.24 -4.17 2.48
H 1.65 -4.26 3.46
H 1.19 -5.66 2.49



65
Properties=species:S:1:pos:R:3 method="wB97M-V/def2-TZVPD" de_lowest_kcal_mol=3.8 lumo_energy_ev=4.29 charge=-2 fmax_ha_per_bohr=0.0093 spin_multiplicity=1 homo_lumo_gap_ha=0.2422 energy_ha=-2835.42612 homo_ev=-2.31
Tl -0.85 0.30 0.65
O 1.42 2.64 -0.96
C 2.26 1.60 -1.44
C 2.74 0.65 -0.36
N 1.91 -0.53 -0.19
C 1.92 -1.37 -1.38
C 0.71 -1.26 -2.33
O 0.84 -1.87 -3.41
O -0.29 -0.60 -1.93
C 2.31 -1.25 1.02
C 2.05 -0.44 2.31
O 2.95 -0.44 3.16
O 0.94 0.15 2.36
H 0.72 2.24 -0.42
H 3.12 2.11 -1.89
H 1.75 1.05 -2.24
H 2.77 1.20 0.59
H 3.78 0.34 -0.59
H 1.95 -2.42 -1.07
H 2.83 -1.21 -1.97
H 3.38 -1.53 0.99
H 1.72 -2.17 1.09
S -3.40 -0.38 2.90
C -2.85 -1.84 2.30
N -1.96 -2.05 1.35
C -1.73 -3.38 1.11
C -0.86 -3.88 0.14
C -0.73 -5.25 -0.03
C -1.47 -6.14 0.76
C -2.34 -5.66 1.72
C -2.47 -4.29 1.89
S -3.48 -3.38 2.97
H -0.33 -3.18 -0.49
H -0.06 -5.63 -0.79
H -1.36 -7.21 0.62
H -2.92 -6.34 2.33
C -0.17 3.87 -3.95
C -1.39 3.28 -3.23
C -2.69 3.63 -3.97
C -1.24 1.76 -3.11
C -1.46 3.90 -1.89
N -1.55 4.41 -0.86
H -0.10 3.42 -4.94
H 0.74 3.65 -3.39
H -0.26 4.95 -4.06
H -2.64 3.20 -4.97
H -2.82 4.71 -4.04
H -3.55 3.20 -3.45
H -1.20 1.34 -4.12
H -2.09 1.31 -2.59
H -0.33 1.48 -2.59
C -2.10 -3.46 -2.76
N -2.57 -2.19 -2.25
C -3.83 -1.87 -2.00
S -4.40 -0.29 -1.91
N -4.72 -2.92 -1.84
C -4.44 -3.91 -0.79
H -1.22 -3.26 -3.37
H -2.89 -3.93 -3.36
H -1.80 -4.16 -1.97
H -1.85 -1.46 -2.18
H -5.64 -2.52 -1.72
H -5.04 -4.81 -0.96
H -4.67 -3.51 0.21
H -3.40 -4.19 -0.79



15
Properties=species:S:1:pos:R:3 method="wB97M-V/def2-TZVPD" de_lowest_kcal_mol=104.1 lumo_energy_ev=-4.14 charge=+1 fmax_ha_per_bohr=0.1265 spin_multiplicity=1 homo_lumo_gap_ha=0.3552 energy_ha=-266.93346 homo_ev=-13.81
C 0.59 -0.43 -1.77
C 0.65 2.13 1.02
C 1.66 1.08 1.41
C 0.96 1.00 0.13
N 0.96 0.40 -0.99
N -1.73 -1.56 -0.75
H 0.96 -0.45 -2.77
H -0.52 -1.07 -1.55
H -0.35 2.21 1.37
H 0.95 3.13 0.70
H 2.60 1.44 1.50
H 1.24 0.28 2.06
H -1.99 -0.82 -0.10
H -1.12 -2.36 -0.51
H -2.56 -1.77 -1.29



20
Properties=species:S:1:pos:R:3 method="wB97M-V/def2-TZVPD" de_lowest_kcal_mol=10.8 lumo_energy_ev=0.77 smiles="CC(N)=O.CCC" fmax_ha_per_bohr=0.0479 spin_multiplicity=1 homo_lumo_gap_ha=0.3950 energy_ha=-328.30171 homo_ev=-9.97
C 1.19 -1.34 -2.05
C 1.99 -0.41 -1.17
N 1.41 0.81 -0.93
O 3.02 -0.77 -0.65
H 0.72 -2.15 -1.49
H 1.98 -1.94 -2.54
H 0.64 -0.94 -2.89
H 2.05 1.45 -0.46
H 0.85 1.21 -1.65
C -3.36 1.19 1.36
C -2.48 -0.04 1.59
C -1.00 0.32 1.67
H -4.40 1.04 1.68
H -3.47 1.39 0.29
H -3.14 2.15 1.83
H -2.91 -0.46 2.50
H -2.61 -0.76 0.79
H -0.40 -0.56 1.90
H -0.67 0.69 0.70
H -0.78 1.09 2.41



17
Properties=species:S:1:pos:R:3 method="wB97M-V/def2-TZVPD" de_lowest_kcal_mol=32.9 lumo_energy_ev=0.73 smiles="O=C(O)[C@@H]1CCCN1" fmax_ha_per_bohr=0.0627 spin_multiplicity=1 homo_lumo_gap_ha=0.3257 energy_ha=-401.12438 homo_ev=-8.13
O 1.84 1.43 -1.30
C 1.24 0.38 -1.19
O 1.31 -0.55 -2.20
C 0.84 -0.20 0.27
C -0.23 -1.30 0.25
C -1.46 -0.40 0.07
C -1.13 0.84 1.08
N 0.29 0.94 0.95
H 1.79 -0.19 -2.94
H 1.75 -0.38 0.81
H -0.28 -1.79 1.25
H -0.12 -1.88 -0.65
H -2.42 -0.87 0.41
H -1.40 0.00 -0.94
H -1.66 1.75 1.05
H -1.33 0.48 2.10
H 0.98 1.73 0.97



10
Properties=species:S:1:pos:R:3 method="wB97M-V/def2-TZVPD" de_lowest_kcal_mol=84.6 lumo_energy_ev="0.08 / 0.08" fmax_ha_per_bohr=0.0094 spin_multiplicity=1 homo_lumo_gap_ha="0.3242 / 0.3242" energy_ha=-301.35235 homo_ev="-8.75 / -8.75"
N 1.46 -0.16 -0.16
C 0.20 0.20 -0.31
C -0.48 1.29 0.34
N -1.35 0.53 0.86
C -0.94 -0.85 -0.33
O -0.73 -1.99 0.09
H 1.70 -1.13 -0.35
H 2.14 0.38 0.35
H -0.24 2.33 0.55
H -1.74 -0.60 -1.04



95
Properties=species:S:1:pos:R:3 method="wB97M-V/def2-TZVPD" de_lowest_kcal_mol=0.0 lumo_energy_ev="-2.07 / -1.51" fmax_ha_per_bohr=0.0515 spin_multiplicity=3 homo_lumo_gap_ha="0.2154 / 0.2352" energy_ha=-7418.78725 homo_ev="-7.93 / -7.91"
Mn -0.79 0.32 0.39
O -3.96 5.35 2.51
C -4.75 4.69 1.84
O -5.89 4.79 1.47
C -3.92 3.39 1.48
C -4.04 2.22 2.23
C -3.07 1.24 2.12
N -2.00 1.39 1.35
C -1.90 2.49 0.59
C -2.82 3.52 0.64
C -0.67 2.57 -0.22
O -0.54 3.07 -1.31
O 0.42 2.12 0.48
H -4.90 2.05 2.86
H -3.16 0.30 2.65
H -2.67 4.40 0.03
Cl -3.89 -3.27 1.48
C -2.20 -3.58 1.93
C -1.32 -2.39 1.59
O -0.09 -2.53 1.85
O -1.82 -1.37 1.10
H -1.85 -4.46 1.38
H -2.15 -3.79 3.00
N 0.17 -0.23 -1.12
C 0.28 -0.04 -2.27
N 0.41 0.16 -3.53
C 0.67 1.50 -4.05
C 2.12 1.53 -4.52
O 2.37 0.54 -5.49
C 2.10 -0.76 -5.01
C 0.65 -0.88 -4.51
H 0.48 2.24 -3.27
H -0.01 1.65 -4.89
H 2.79 1.39 -3.66
H 2.35 2.48 -5.00
H 2.80 -1.03 -4.21
H 2.25 -1.43 -5.86
H 0.48 -1.86 -4.06
H -0.05 -0.73 -5.34
C 2.06 4.50 0.00
Si 1.32 3.31 1.29
C 2.63 2.22 2.14
C 0.17 4.16 2.54
Ge 0.85 -0.68 1.80
Si 2.88 -1.55 0.66
C 4.16 -2.04 2.00
C 2.41 -3.00 -0.50
C 3.68 -0.19 -0.44
Si 0.70 -0.90 4.28
C 1.74 0.34 5.32
C -1.16 -0.63 4.70
C 1.27 -2.69 4.67
H 1.29 4.91 -0.65
H 2.79 4.00 -0.63
H 2.56 5.32 0.49
H 3.50 2.80 2.42
H 2.96 1.41 1.48
H 2.23 1.77 3.04
H 0.76 4.70 3.28
H -0.45 3.45 3.08
H -0.50 4.89 2.09
H 3.86 -2.92 2.56
H 4.30 -1.23 2.71
H 5.13 -2.25 1.55
H 2.16 -3.89 0.06
H 3.23 -3.26 -1.17
H 1.55 -2.74 -1.11
H 4.41 0.39 0.11
H 2.91 0.50 -0.80
H 4.18 -0.61 -1.30
H 1.40 1.36 5.19
H 2.79 0.30 5.07
H 1.65 0.10 6.38
H -1.41 0.43 4.69
H -1.44 -1.03 5.67
H -1.78 -1.12 3.95
H 2.22 -2.70 5.19
H 1.38 -3.23 3.73
H 0.56 -3.23 5.28
O -1.87 -0.73 -6.09
S -2.99 -1.00 -5.22
O -4.27 -1.18 -5.84
N -3.05 0.12 -4.02
C -2.73 -0.40 -2.88
S -2.79 0.47 -1.44
C -2.35 -1.83 -2.90
C -1.86 -2.60 -1.86
C -1.56 -3.93 -2.11
C -1.78 -4.49 -3.36
C -2.26 -3.71 -4.41
C -2.52 -2.38 -4.16
H -1.71 -2.15 -0.89
H -1.15 -4.54 -1.31
H -1.55 -5.53 -3.54
H -2.40 -4.13 -5.39



8
Properties=species:S:1:pos:R:3 method="wB97M-V/def2-TZVPD" de_lowest_kcal_mol=140.7 lumo_energy_ev="-2.51 / -2.51" fmax_ha_per_bohr=0.0481 spin_multiplicity=1 homo_lumo_gap_ha="0.2130 / 0.2130" energy_ha=-586.56905 homo_ev="-8.30 / -8.30"
C -0.28 -0.27 -1.11
C 0.56 -1.26 -0.92
C -0.53 1.55 0.57
N -0.63 0.74 -0.28
O -0.53 2.26 1.50
P 1.22 -0.97 2.22
H -0.97 -0.33 -1.88
H 1.16 -1.71 -0.09



15
Properties=species:S:1:pos:R:3 method="wB97M-V/def2-TZVPD" de_lowest_kcal_mol=52.0 lumo_energy_ev=0.93 fmax_ha_per_bohr=0.0798 spin_multiplicity=1 homo_lumo_gap_ha=0.3921 energy_ha=-250.58410 homo_ev=-9.74
C -1.29 0.20 -0.75
C -1.12 -0.24 1.19
C -0.02 0.07 0.02
C 0.77 -1.16 -0.43
C 0.97 1.24 -0.03
N -2.17 -0.01 0.15
H -1.42 0.34 -1.83
H -0.93 -1.26 1.43
H -1.30 0.37 1.98
H 0.94 -1.29 -1.48
H 0.14 -2.08 -0.16
H 1.77 -1.22 -0.03
H 0.47 2.09 0.54
H 1.17 1.69 -1.02
H 2.00 1.26 0.43



20
Properties=species:S:1:pos:R:3 method="wB97M-V/def2-TZVPD" de_lowest_kcal_mol=94.0 lumo_energy_ev=-4.29 charge=+1 fmax_ha_per_bohr=0.0983 spin_multiplicity=1 homo_lumo_gap_ha=0.2939 energy_ha=-667.52999 homo_ev=-12.28
N -1.87 -1.54 -0.40
C -0.76 -0.49 -0.58
C -0.38 0.38 0.66
C 0.26 1.71 0.27
S 1.28 1.98 1.93
C 0.45 -1.25 -1.30
N -0.19 -2.24 -2.14
H -1.87 -2.03 -1.32
H -1.77 -2.35 0.31
H -2.77 -1.10 -0.22
H -1.20 0.15 -1.39
H -1.22 0.60 1.32
H 0.37 -0.20 1.21
H 1.03 1.61 -0.50
H -0.42 2.57 0.09
H 2.03 0.59 0.77
H 0.96 -1.79 -0.49
H 1.17 -0.60 -1.82
H 0.50 -3.00 -2.27
H -0.28 -1.90 -3.05